Entry 1:
15
Properties=species:S:1:pos:R:3:forces:R:3:mulliken_charge:R:1 method="wB97M-V/def2-TZVPD" homo_lumo_gap_ev=9.26
C -0.042 -0.186 -0.006 -2.69 1.85 -0.29 0.813
C 4.066 -0.302 -0.323 -0.56 -0.37 0.54 0.305
C 0.353 1.239 -0.148 -0.30 -1.52 1.61 -1.305
C -1.319 -0.507 0.754 -1.53 -0.01 -0.11 -1.225
N 0.600 -1.016 -0.663 -0.07 -3.45 -0.26 -0.573
N 3.062 -0.558 -0.879 1.94 0.46 -0.60 -0.443
S 5.341 -0.017 0.550 0.89 0.32 0.14 -0.422
H 1.371 1.299 -0.370 1.30 0.54 -1.18 0.383
H -0.387 1.719 -0.697 -0.80 0.92 -1.93 0.336
H 0.209 1.702 0.771 -0.01 0.88 2.06 0.390
H -1.323 0.057 1.654 -0.23 1.28 0.63 0.346
H -2.439 -0.452 0.331 2.95 -0.02 0.30 0.257
H -1.156 -1.450 1.219 -0.26 -1.46 -0.21 0.413
H 0.194 -1.968 -0.559 0.38 0.65 -0.20 0.191
H 2.097 -0.875 -0.746 -1.01 -0.08 -0.51 0.534



Entry 2:
25
Properties=species:S:1:pos:R:3:forces:R:3:mulliken_charge:R:1 method="wB97M-V/def2-TZVPD" homo_lumo_gap_ev="8.62 / 6.99" total_charge=+1 spin_multiplicity=3
C 0.257 -0.046 -0.104 -2.39 0.89 1.31 0.149
C -3.250 1.286 -0.098 2.05 -1.97 -0.66 -1.518
C -2.427 -0.409 -1.855 2.00 -0.63 2.14 -1.153
C 1.087 -0.460 2.149 -0.38 -1.29 -0.50 -0.996
C -1.969 0.727 -0.855 -2.63 1.36 -2.75 0.275
N 4.417 0.402 0.144 -1.09 -0.73 1.21 -0.244
N 1.263 -0.291 0.699 1.37 0.01 -0.06 -0.077
N -1.047 0.275 0.121 2.71 -0.71 4.29 -0.098
P 3.074 -0.491 -0.187 -0.42 -1.67 -1.06 0.826
S 4.897 1.840 0.221 0.40 1.02 0.01 0.179
S 2.762 -0.359 -2.081 -0.38 -0.15 0.52 -0.305
S 3.581 -2.433 0.644 -0.82 0.93 -0.26 -0.269
H 0.403 -0.065 -1.123 1.18 -0.03 -2.25 0.142
H -3.000 1.702 0.851 0.13 1.12 0.41 0.484
H -3.758 1.872 -0.795 -0.84 1.51 -0.58 0.407
H -3.909 0.467 0.135 -0.19 -0.63 -0.01 0.389
H -3.155 -0.077 -2.615 1.01 -0.06 0.02 0.376
H -2.922 -1.192 -1.239 0.27 0.32 -0.47 0.315
H -1.372 -0.814 -2.110 -2.20 0.20 -0.90 0.314
H 1.344 0.391 2.723 0.24 1.07 0.34 0.337
H 1.663 -1.313 2.530 0.06 0.24 -0.40 0.324
H 0.048 -0.730 2.316 -0.15 0.08 0.19 0.393
H -1.502 1.506 -1.585 -0.60 -0.86 1.77 0.295
H -1.346 0.428 1.142 0.62 -0.43 -2.21 0.236
H 4.862 -2.216 0.974 0.01 0.42 -0.09 0.217



Entry 3:
13
Properties=species:S:1:pos:R:3:forces:R:3:mulliken_charge:R:1 method="wB97M-V/def2-TZVPD" homo_lumo_gap_ev=10.80
C 0.513 -0.337 -0.416 0.59 -1.45 -0.81 0.742
C -1.228 0.803 0.124 2.35 2.69 2.51 0.128
C 1.898 -0.684 -0.668 -0.42 -2.07 3.08 -1.031
N 0.191 0.805 -0.141 -1.72 4.40 1.08 -0.472
N -1.676 -0.454 -0.305 -0.17 -0.63 -0.38 -0.215
O -0.467 -1.231 -0.593 -0.69 -0.42 0.66 -0.278
O -1.310 1.111 1.708 -4.11 -3.55 -3.58 -0.607
H -1.770 1.631 -0.315 -0.11 0.01 0.03 0.232
H 2.121 -1.483 0.095 0.09 0.16 -1.20 0.286
H 2.529 0.111 -0.377 0.54 1.01 -0.45 0.312
H 1.873 -1.015 -1.645 1.10 -0.90 -2.11 0.299
H -2.060 -0.856 0.519 -0.63 -1.17 0.73 0.311
H -0.613 1.600 2.015 3.18 1.92 0.45 0.293



Entry 4:
114
Properties=species:S:1:pos:R:3:forces:R:3:mulliken_charge:R:1 method="wB97M-V/def2-TZVPD" homo_lumo_gap_ev="5.94 / 5.94" total_charge=-2 spin_multiplicity=4
Cr 0.090 0.625 -0.053 -0.10 -0.30 -1.58 0.144
C 3.396 -4.112 -5.767 -0.18 -0.02 0.26 -2.325
C 2.637 -4.344 -4.455 0.00 -0.10 -0.07 2.415
C 1.385 -5.187 -4.747 0.22 0.07 -0.04 -1.670
C 3.564 -5.114 -3.503 -0.12 0.09 -0.17 -1.769
C 2.192 -3.047 -3.791 0.02 -0.10 0.00 -0.415
C 1.594 -3.100 -2.539 0.04 0.21 -0.02 -0.775
C 1.140 -1.950 -1.937 -0.01 0.24 0.15 -0.202
Se 0.315 -2.039 -0.206 -0.73 -0.41 -0.55 -0.101
C -1.495 -2.233 -1.002 0.42 0.47 0.24 0.187
C -1.938 -3.457 -1.457 0.00 0.01 0.06 -0.313
C -3.180 -3.564 -2.076 -0.05 -0.08 -0.06 -0.767
C -3.903 -2.385 -2.236 0.10 -0.17 0.02 -0.599
C -3.491 -1.136 -1.812 0.14 0.15 0.09 0.059
C -2.253 -1.038 -1.108 0.03 -0.94 -0.07 0.351
O -1.823 0.035 -0.560 0.49 0.90 0.41 -0.411
C -4.382 0.058 -2.163 -0.13 0.17 -0.01 2.614
C -3.775 1.398 -1.750 -0.04 -0.02 0.02 -2.195
C -4.593 0.095 -3.689 -0.01 -0.02 0.18 -1.922
C -5.742 -0.076 -1.457 0.16 0.00 -0.10 -1.871
C -3.780 -4.865 -2.601 -0.06 -0.13 -0.05 2.248
C -3.990 -4.776 -4.122 0.01 -0.05 0.18 -1.629
C -5.139 -5.118 -1.927 0.15 -0.03 -0.10 -1.768
C -2.883 -6.076 -2.331 -0.16 0.22 -0.03 -1.955
C 1.230 -0.669 -2.531 0.09 -0.89 -0.04 0.322
O 0.738 0.371 -1.936 -0.19 0.71 0.28 0.141
C 1.896 -0.615 -3.789 -0.20 0.27 0.13 -0.399
C 2.336 -1.791 -4.372 -0.02 -0.25 0.03 -0.296
C 2.240 0.741 -4.394 0.05 0.20 -0.06 2.563
C 3.288 1.357 -3.459 -0.08 0.01 0.00 -1.172
C 2.846 0.653 -5.801 -0.10 -0.05 0.25 -2.485
C 1.012 1.657 -4.470 0.01 0.05 0.10 -1.590
H 3.692 -5.069 -6.198 0.02 -0.09 -0.01 0.442
H 4.294 -3.527 -5.584 0.12 0.10 -0.06 0.451
H 2.777 -3.592 -6.496 -0.04 0.09 -0.10 0.371
H 1.649 -6.125 -5.237 0.03 -0.14 -0.05 0.483
H 0.703 -4.634 -5.391 -0.08 0.03 -0.05 0.319
H 0.866 -5.413 -3.819 -0.12 -0.05 0.08 0.309
H 3.913 -6.037 -3.968 0.04 -0.12 -0.05 0.458
H 3.050 -5.366 -2.581 0.00 -0.06 0.14 0.333
H 4.423 -4.499 -3.245 0.12 0.03 0.06 0.371
H 1.483 -4.031 -2.002 0.02 -0.11 0.04 0.465
H -1.294 -4.317 -1.317 0.00 -0.09 -0.03 0.456
H -4.861 -2.451 -2.732 -0.16 0.02 -0.12 0.187
H -2.785 1.517 -2.178 0.08 0.11 0.00 0.266
H -3.673 1.458 -0.671 0.10 0.12 0.04 0.328
H -4.406 2.223 -2.087 -0.17 0.02 -0.11 0.548
H -3.632 0.103 -4.198 0.11 0.01 -0.05 0.323
H -5.137 0.996 -3.975 -0.09 0.10 0.01 0.497
H -5.156 -0.765 -4.047 -0.05 -0.12 -0.04 0.360
H -5.596 -0.079 -0.379 0.01 0.00 0.14 0.347
H -6.257 -0.995 -1.730 -0.05 -0.13 -0.06 0.300
H -6.386 0.767 -1.712 -0.08 0.11 -0.04 0.473
H -4.653 -3.955 -4.384 -0.06 0.11 -0.03 0.297
H -4.430 -5.702 -4.497 -0.06 -0.10 -0.07 0.475
H -3.038 -4.617 -4.624 0.10 0.05 -0.06 0.307
H -5.842 -4.317 -2.141 -0.07 0.10 0.00 0.310
H -5.018 -5.180 -0.848 0.01 0.00 0.13 0.343
H -5.575 -6.053 -2.283 -0.05 -0.12 -0.04 0.476
H -1.925 -5.959 -2.830 0.18 -0.03 -0.01 0.181
H -3.359 -6.982 -2.714 -0.02 -0.03 -0.01 0.462
H -2.715 -6.199 -1.264 0.10 -0.06 0.14 0.395
H 2.834 -1.728 -5.324 0.08 0.04 -0.17 0.491
H 4.165 0.714 -3.407 0.11 -0.03 -0.01 0.302
H 2.872 1.434 -2.459 0.04 0.08 0.10 -0.041
H 3.593 2.347 -3.797 0.03 0.16 -0.06 0.423
H 3.815 0.158 -5.783 0.11 -0.11 -0.06 0.400
H 2.995 1.660 -6.192 0.01 0.08 0.01 0.453
H 2.186 0.119 -6.482 -0.07 -0.08 -0.13 0.431
H 0.564 1.764 -3.486 -0.04 0.01 -0.07 -0.112
H 0.263 1.247 -5.147 -0.07 -0.06 -0.10 0.365
H 1.303 2.646 -4.829 0.06 0.07 -0.12 0.492
C 0.004 -0.395 2.860 0.26 -0.50 0.16 -2.142
N -0.339 0.617 1.879 -0.82 0.79 1.27 1.439
C -1.017 1.650 2.298 0.43 -0.75 -0.47 -0.077
C -1.315 2.643 1.347 -0.31 0.55 -0.25 -0.448
C -2.068 3.826 1.359 0.05 -0.27 0.23 -1.096
C -1.995 4.338 0.068 -0.07 0.21 0.06 -0.840
C -1.197 3.461 -0.664 0.24 -0.09 -0.17 -0.807
N -0.786 2.448 0.098 -0.13 -0.01 -0.15 1.208
C 1.166 0.024 3.724 -0.04 0.02 0.12 1.136
C 1.001 0.282 5.074 -0.09 -0.06 -0.01 -0.729
C 2.084 0.631 5.862 0.02 0.13 0.28 -0.666
C 3.344 0.746 5.302 0.06 0.07 0.17 -0.771
C 3.517 0.498 3.952 0.01 -0.05 -0.07 -1.108
C 2.435 0.136 3.173 0.03 0.04 0.03 0.336
H 0.300 -1.308 2.327 -0.13 0.14 0.26 -0.025
H -0.870 -0.624 3.490 0.14 0.03 -0.10 0.401
H -1.343 1.733 3.335 0.03 -0.04 0.00 0.345
H -2.586 4.249 2.202 -0.07 0.02 0.12 0.494
H -2.451 5.240 -0.299 -0.05 0.12 -0.06 0.423
H -0.903 3.545 -1.697 0.04 -0.09 -0.13 0.405
H 0.020 0.193 5.522 -0.15 -0.03 0.05 0.385
H 1.941 0.808 6.921 0.00 0.04 0.04 0.371
H 4.186 1.028 5.923 0.05 -0.01 0.01 0.397
H 4.499 0.572 3.505 0.03 0.00 -0.08 0.484
H 2.575 -0.093 2.129 0.03 -0.02 -0.18 0.719
I 2.111 3.206 1.666 0.15 0.12 -0.10 -0.264
C 1.925 1.646 0.143 0.26 0.11 0.15 -1.156
H 2.833 1.058 0.295 -0.07 -0.14 0.02 0.667
H 2.094 2.244 -0.760 -0.25 -0.14 0.14 0.628
C 6.097 -2.433 4.699 -0.15 -0.05 -0.01 -1.267
C 4.716 -2.587 4.114 -0.12 -0.15 0.44 1.133
C 3.598 -2.816 4.920 -0.05 -0.07 -0.06 -0.934
C 2.393 -2.942 4.242 0.15 -0.04 0.51 -0.144
N 2.272 -2.829 2.942 -0.32 -0.16 -0.09 -0.257
C 3.395 -2.552 2.241 0.05 -0.14 -0.23 -0.058
S 3.276 -2.262 0.586 0.24 0.17 -0.88 -0.384
N 4.618 -2.474 2.810 0.47 0.05 0.10 -0.454
H 6.183 -2.952 5.652 0.03 -0.03 0.10 0.351
H 6.308 -1.377 4.864 0.01 0.11 0.02 0.230
H 6.837 -2.815 4.000 0.01 -0.02 -0.05 0.347
H 3.652 -2.895 5.996 0.07 0.02 0.06 0.351
H 1.469 -3.131 4.788 0.03 -0.03 0.07 0.428



Entry 5:
16
Properties=species:S:1:pos:R:3:forces:R:3:mulliken_charge:R:1 method="wB97M-V/def2-TZVPD" homo_lumo_gap_ev=7.83 total_charge=-1
C -0.428 0.266 0.350 3.99 -2.57 -1.19 0.128
C 0.514 -0.509 -0.528 -2.83 3.05 2.49 0.854
C -1.210 1.348 -0.177 1.79 -2.64 -3.52 0.236
C 1.302 -1.584 0.114 1.51 -0.34 -2.37 0.406
C -0.356 0.077 1.863 -0.30 -0.94 -1.00 -1.230
N -1.101 1.322 -1.546 0.59 0.35 -1.71 -0.367
O 1.280 -1.924 1.239 -0.10 -1.13 3.07 -0.573
O -1.946 2.061 0.404 -2.54 2.88 2.54 -0.675
O 2.140 -2.113 -0.791 -1.03 1.05 -1.30 -0.646
O 0.859 -0.359 -1.775 -0.56 -0.22 0.34 -0.921
H 0.672 0.266 2.220 -0.51 -0.35 0.07 0.230
H -0.649 -1.003 2.016 0.32 1.40 0.72 0.218
H -1.028 0.810 2.313 -0.15 -0.27 0.08 0.350
H -0.293 0.775 -1.944 -1.14 0.77 0.26 0.323
H -1.509 2.036 -2.141 0.00 -0.08 0.64 0.166
H 1.752 -1.470 -1.615 0.97 -0.95 0.90 0.500



Entry 6:
11
Properties=species:S:1:pos:R:3:forces:R:3:mulliken_charge:R:1 method="wB97M-V/def2-TZVPD" homo_lumo_gap_ev="7.13 / 6.00" spin_multiplicity=3
C 0.393 -0.149 0.178 -0.40 -1.19 -0.43 0.259
C -0.347 0.513 1.285 0.64 -1.53 -0.02 -0.902
C -0.335 -0.428 -1.092 -4.10 -3.33 4.05 0.595
N 1.631 -0.339 0.318 1.73 -0.10 -0.55 -0.676
F -1.820 -0.758 -0.679 2.87 1.06 -0.92 -0.370
F -0.025 -1.468 -1.812 0.95 -0.65 -0.54 -0.232
I -0.192 1.470 -2.195 0.22 3.51 -2.32 0.233
H 0.401 0.582 2.077 -0.38 0.59 0.00 0.342
H -0.661 1.414 0.823 -0.72 1.31 0.43 0.234
H -1.174 -0.118 1.600 -0.23 0.30 -0.04 0.278
H 2.129 -0.720 -0.504 -0.58 0.03 0.32 0.240